# 1
144
Properties=species:S:1:pos:R:3:forces:R:3 method="wB97M-V/def2-TZVPD" total_charge=-1 spin_multiplicity=1 homo_lumo_gap_ev=4.938 homo_ev=-5.4
C -4.8800 3.8942 -0.0643 -0.2599 -0.3311 0.3088
C -4.4979 2.7612 -0.1905 0.8030 -0.1469 0.1480
C -3.8497 1.4250 -0.2406 -1.0769 0.5347 0.2135
C -3.7649 0.7832 1.1735 0.2280 -0.3147 -0.0312
C -2.3547 0.5196 1.7452 -0.7820 0.3921 -0.7978
C -1.6040 1.6703 2.4599 0.7928 0.0005 1.6850
C -2.4182 2.9242 2.8388 -0.2369 0.1746 0.1138
N -1.6083 4.1494 2.9110 -0.0907 -0.1768 -0.6821
O -1.2676 1.0974 3.7589 0.9252 -0.0483 -0.2565
Al 0.3210 0.2363 3.5894 0.2151 0.3373 -0.2803
C 0.0541 -1.7560 3.7911 -0.2842 0.4678 -0.3056
C -1.0804 -1.9316 4.8133 1.3643 -0.0742 0.1870
N -0.6633 -1.2300 6.0693 -0.7054 -0.2814 -0.3570
O 1.7752 0.9626 4.3926 -0.5183 -0.5991 -0.1787
C 2.8810 0.0937 4.4513 -0.0713 0.7483 -0.1723
C 3.5219 -0.1617 3.0649 0.4279 -1.1232 0.0230
C 3.8293 -1.6695 2.7929 -0.0282 0.6894 -0.0817
C 3.6490 -2.0419 1.3145 0.2831 -0.3320 0.1537
O 0.5160 0.7398 1.8246 -0.1948 -0.1853 0.4584
C -0.2080 1.9885 1.8357 -0.4038 -1.1397 -0.9596
Si -0.0479 2.5411 0.0371 0.3593 0.7412 0.0427
C 1.7102 3.2788 -0.1128 -0.1776 -0.6439 -0.0800
C -1.2462 3.9070 -0.4978 0.1631 0.0576 -0.3713
C -0.1274 1.1136 -1.2094 0.3323 -0.1164 0.1057
H -5.2106 4.8716 0.1908 -0.0194 0.0545 -0.2146
H -2.8884 1.4871 -0.7514 0.0543 0.0773 0.1076
H -4.5121 0.8027 -0.8488 0.2057 -0.0788 -0.1452
H -4.2556 -0.1911 1.0880 0.0506 0.0154 0.0756
H -4.3687 1.3524 1.8812 0.0040 0.0372 -0.0558
H -1.7547 0.0810 0.9438 0.1754 0.1104 0.1522
H -2.4790 -0.2693 2.4835 0.0910 0.0506 0.0928
H -3.2698 3.1295 2.1830 0.2648 0.0049 -0.2279
H -2.8325 2.7146 3.8327 -0.1616 -0.3051 -0.1747
H -2.2048 4.9103 3.1987 0.1617 0.1249 0.2473
H -0.8345 4.0357 3.5491 -0.0923 0.0518 0.2572
H 0.9639 -2.2688 4.1195 -0.0745 -0.1329 0.1886
H -0.2259 -2.2071 2.8276 0.0052 0.0558 0.0385
H -1.9959 -1.4631 4.4585 -0.0641 -0.1252 -0.0656
H -1.2287 -3.0011 5.0197 -0.4399 0.0781 -0.0235
H -0.2882 -1.9256 6.7019 0.1321 0.1155 0.1181
H -1.5082 -0.8727 6.5013 0.1454 0.1149 0.2221
H 3.6536 0.5506 5.0883 -0.1314 -0.0874 0.1400
H 2.5793 -0.8524 4.9230 0.2116 -0.1172 -0.0660
H 2.8845 0.1887 2.2526 -0.2109 0.2463 0.2617
H 4.4817 0.3597 2.9928 -0.1804 0.2734 -0.0687
H 3.1948 -2.2864 3.4322 -0.1101 -0.0270 -0.0713
H 4.8648 -1.8575 3.0958 -0.0769 -0.2548 0.0287
H 4.5680 -1.8572 0.7516 -0.0847 0.1140 -0.0557
H 3.4252 -3.1074 1.1941 -0.0053 0.0551 -0.0410
H 2.8499 -1.4677 0.8440 -0.0589 -0.0102 0.0756
H 0.3694 2.6630 2.4816 -0.4316 0.3283 -0.0103
H 2.2694 3.0976 0.8101 -0.0833 0.1599 0.0293
H 1.7051 4.3376 -0.3671 0.0769 0.0182 0.1179
H 2.2541 2.7338 -0.8925 0.0101 0.1758 -0.0452
H -0.6613 4.7240 -0.9382 -0.0011 -0.0430 0.0750
H -1.9218 3.5836 -1.2935 -0.1204 0.0012 0.1668
H -1.8178 4.3371 0.3236 -0.0203 -0.1360 0.0202
H -0.6666 0.2342 -0.8534 -0.1748 0.1235 -0.0697
H -0.5195 1.4193 -2.1842 -0.1413 0.0365 0.1045
H 0.9017 0.7854 -1.3899 -0.0620 -0.0404 0.0561
C -3.2084 3.9755 -5.0691 0.0021 0.0489 0.1680
C -3.5820 3.4607 -6.2440 0.3946 0.1968 -0.0284
C -4.8764 2.7216 -6.4097 -0.4408 -0.1643 0.3317
O -5.1559 2.3032 -7.5238 0.1704 0.1141 -0.1640
C -5.7228 2.5426 -5.2476 0.1373 -0.1530 -0.2188
C -5.3543 3.0529 -4.0632 -0.4205 -0.2802 0.1134
C -4.0735 3.8223 -3.9018 0.3524 0.1403 -0.2179
O -3.8161 4.2814 -2.8102 -0.0724 0.1211 -0.1847
O -6.0882 2.9113 -2.9648 0.3726 0.2485 -0.1727
O -2.8411 3.5675 -7.3520 -0.2327 -0.0791 0.0660
H -2.2802 4.5143 -4.9386 0.0036 -0.0133 -0.0038
H -6.6424 1.9937 -5.3773 -0.0256 0.0247 0.0190
H -5.5985 3.3432 -2.2272 -0.0390 -0.1143 0.1475
H -3.3450 3.1098 -8.0497 -0.0365 -0.0444 -0.0421
C 1.5327 -4.0884 -2.6432 -0.0308 0.1464 -0.0454
C 0.9279 -5.2731 -2.5272 0.2505 0.1639 -0.3673
C -0.1357 -5.5219 -1.5001 -0.3528 0.3596 0.4277
O -0.6545 -6.6279 -1.4610 0.2382 -0.1934 -0.2098
C -0.4892 -4.4416 -0.6022 -0.1691 -0.3620 -0.2051
C 0.1212 -3.2512 -0.7031 -0.2462 0.0443 0.4309
C 1.1725 -2.9939 -1.7473 0.2735 -0.1850 -0.2827
O 1.6800 -1.8936 -1.8026 -0.0753 0.0640 0.1453
O -0.1535 -2.2506 0.1149 0.3047 0.0157 -0.4238
O 1.2276 -6.3152 -3.3134 -0.2224 -0.0342 0.1871
H 2.3010 -3.8998 -3.3797 -0.0002 -0.0097 -0.0026
H -1.2455 -4.6401 0.1446 0.0072 0.0472 0.0239
H 0.4272 -1.5031 -0.1386 -0.0752 0.1952 0.2654
H 0.6424 -7.0390 -3.0197 -0.0395 -0.0272 0.0135
C 2.6530 -7.5630 -0.6561 0.0174 0.1895 0.0538
C 2.6217 -8.8713 -0.3814 0.1158 0.0974 -0.3890
C 2.2115 -9.3910 0.9652 -0.1506 0.1854 0.4745
O 2.1933 -10.5976 1.1315 0.0894 -0.1018 -0.2110
C 1.8627 -8.4295 1.9982 0.0166 -0.2533 -0.0323
C 1.8946 -7.1198 1.7247 -0.1610 0.0343 0.4720
C 2.2830 -6.6012 0.3726 0.2846 -0.2583 -0.4100
O 2.2773 -5.3988 0.1977 0.0454 0.0721 0.2997
O 1.5866 -6.1850 2.6229 0.0928 -0.0343 -0.3870
O 2.9496 -9.8060 -1.2755 -0.0802 0.0017 0.2399
H 2.9479 -7.1794 -1.6224 0.0136 -0.0248 -0.0125
H 1.5830 -8.8131 2.9691 -0.0127 0.0269 0.0052
H 1.6800 -5.3260 2.1634 -0.0812 0.0837 0.0341
H 2.8364 -10.6594 -0.8174 -0.0172 -0.0580 0.0300
C 4.3468 -5.7772 4.4933 0.0633 -0.1069 -0.2380
C 4.4852 -5.3032 5.7382 -0.3979 0.0803 -0.1302
C 5.8053 -5.3385 6.4537 0.4522 -0.1340 -0.0554
O 5.8651 -4.8775 7.5775 -0.2064 0.0330 0.0422
C 6.9465 -5.9296 5.7663 -0.0536 0.0887 0.1908
C 6.8030 -6.4039 4.5238 0.4292 -0.0433 0.1420
C 5.4890 -6.3456 3.8014 -0.5344 0.1820 0.0693
O 5.4408 -6.7840 2.6651 0.2191 -0.1171 -0.0481
O 7.8051 -6.9574 3.8405 -0.2531 0.0436 -0.0385
O 3.4763 -4.7722 6.4218 0.3153 -0.0990 0.0426
H 3.4059 -5.7554 3.9635 -0.0434 0.0271 0.0710
H 7.8883 -5.9646 6.2953 0.0110 0.0046 -0.0204
H 7.4283 -7.2070 2.9759 -0.0229 0.0000 -0.0662
H 3.8450 -4.5019 7.2829 -0.0081 0.0721 0.0401
C 5.1383 4.9505 1.4010 -0.1546 0.0461 -0.1515
C 6.2414 4.9677 2.1594 -0.3079 -0.2642 0.1427
C 7.4277 5.8202 1.8148 0.1422 0.2934 -0.3314
O 8.3903 5.7997 2.5604 -0.0519 -0.1429 0.1457
C 7.3704 6.6271 0.6039 0.1600 -0.0342 0.1753
C 6.2697 6.6076 -0.1559 0.3245 0.2718 -0.1827
C 5.0731 5.7743 0.2024 -0.2144 -0.4358 0.4213
O 4.1049 5.8244 -0.5298 0.1049 0.2578 -0.2549
O 6.1501 7.3189 -1.2760 -0.1457 -0.1579 0.1406
O 6.3664 4.2376 3.2665 0.1656 0.1990 -0.1492
H 4.2768 4.3414 1.6397 0.0106 -0.0072 0.0121
H 8.2363 7.2250 0.3567 -0.0121 0.0101 -0.0113
H 5.2580 7.1182 -1.6187 -0.0726 -0.0194 -0.0160
H 7.2517 4.4369 3.6209 0.0445 -0.0026 0.0441
C -10.3769 5.7046 -8.4085 -0.0101 0.0928 -0.2245
C -9.8935 5.0888 -7.3229 -0.4322 0.1431 0.0906
C -8.5049 4.5186 -7.2884 0.4372 -0.0823 -0.3246
O -8.1306 3.9895 -6.2595 -0.2835 0.0745 0.1065
C -7.6842 4.6243 -8.4860 0.0457 -0.0592 0.2090
C -8.1700 5.2375 -9.5716 0.4000 -0.1542 -0.0459
C -9.5484 5.8305 -9.5982 -0.4183 0.0505 0.2850
O -9.9141 6.3879 -10.6167 0.1781 -0.0314 -0.1476
O -7.4726 5.3667 -10.7001 -0.2545 0.0805 0.0957
O -10.5986 4.9395 -6.2038 0.2710 -0.0677 -0.1065
H -11.3736 6.1210 -8.4437 0.0004 0.0004 0.0238
H -6.6936 4.1914 -8.4563 -0.0106 -0.0365 -0.0204
H -8.0534 5.8475 -11.3183 -0.0227 0.0358 -0.0472
H -10.0142 4.4673 -5.5804 0.0275 -0.0184 0.0558

---

# 2
130
Properties=species:S:1:pos:R:3:forces:R:3 method="wB97M-V/def2-TZVPD" relative_energy_kj_mol=383.94 total_charge=+3 spin_multiplicity=2 homo_lumo_gap_ev="3.130 / 3.703" homo_ev="-14.1 / -14.1"
Re -0.7615 -0.7629 -0.0641 -1.2876 -0.4862 0.2461
C -4.7399 -3.2330 -2.9984 -0.1514 0.0299 0.0259
C -3.4194 -2.6069 -2.7865 0.2961 0.2690 0.1215
C -2.3716 -2.4516 -3.6903 0.6236 0.1410 0.5416
C -1.3739 -1.7851 -2.9914 0.0605 -0.2947 -1.2087
N -1.7700 -1.5755 -1.7244 0.9656 0.6659 1.6533
N -3.0360 -2.0459 -1.6302 -0.7834 -0.5465 0.0444
B -3.8690 -1.5491 -0.4481 0.8217 0.0393 0.1056
N -3.6522 -0.0233 -0.3742 -0.7458 -0.2344 -0.0214
N -2.4300 0.5803 -0.2603 2.0458 -1.1250 0.3745
C -2.6500 1.9122 -0.2639 -0.8879 1.0532 -0.2777
C -4.0193 2.1503 -0.3647 0.7175 -0.2766 0.2291
C -4.6203 0.9067 -0.4580 0.4225 0.1373 0.1328
C -6.0556 0.6331 -0.6746 -0.0974 -0.1348 -0.0076
C -1.7062 3.0203 -0.3416 0.4489 0.1772 0.0623
C -0.7419 3.0682 -1.3431 -0.1024 -0.0815 0.0844
C -0.0416 4.2413 -1.5703 0.0185 0.0094 -0.0832
C -0.2879 5.3687 -0.8046 -0.0216 -0.0573 -0.0120
C -1.2422 5.3224 0.2005 -0.1016 0.0036 -0.0743
C -1.9528 4.1584 0.4277 0.0146 -0.0683 -0.0397
N -3.2894 -2.1753 0.8083 -0.5684 -0.4684 -0.0498
N -2.1092 -1.7411 1.3229 1.0988 1.0472 -1.0683
C -2.0036 -2.2835 2.5558 -0.5564 -0.5961 0.6139
C -3.1076 -3.1102 2.7778 0.2316 0.2918 -0.4405
C -3.9012 -3.0264 1.6474 0.4765 0.2272 0.1411
C -5.1805 -3.7177 1.3722 -0.2275 0.0808 -0.0777
C -1.0698 -2.0864 3.6673 0.3797 0.0662 0.2807
C -1.6540 -1.7167 4.8841 0.0173 -0.0218 -0.1148
C -0.9297 -1.7490 6.0588 0.0205 -0.1438 -0.0040
C 0.3920 -2.1676 6.0412 -0.0336 0.0784 -0.0423
C 0.9828 -2.5134 4.8375 0.0779 -0.1052 0.0674
C 0.2599 -2.4800 3.6557 -0.1555 -0.0288 -0.0715
C -0.2132 -1.1144 -3.5846 0.8994 -1.1155 0.0290
C 0.9875 -1.7246 -3.6295 -1.2071 0.0426 0.0137
C 2.1686 -1.1631 -4.2972 0.2539 -0.1444 -0.0420
C 1.6283 0.7993 -5.0842 0.0279 0.0520 -0.3500
C 0.2306 1.0775 -4.7118 -0.7222 -0.3813 0.1476
C -0.5678 0.1995 -4.0810 0.0215 0.8279 -0.3936
H -4.9004 -3.4100 -4.0570 -0.0335 0.0229 -0.0534
H -5.5312 -2.5949 -2.6124 -0.1240 -0.0514 -0.0275
H -4.7974 -4.1947 -2.4895 -0.0110 -0.0484 0.0706
H -2.3287 -2.7664 -4.7137 -0.0407 -0.0186 -0.1875
H -5.0006 -1.8174 -0.5563 -0.4052 -0.0469 -0.1013
H -4.4904 3.1109 -0.4150 -0.0926 0.1563 -0.0657
H -6.5876 1.5754 -0.7740 -0.0224 -0.0197 0.0037
H -6.4861 0.0745 0.1533 -0.0496 -0.0563 0.0668
H -6.1978 0.0527 -1.5835 -0.0888 -0.0464 -0.0696
H -0.5846 2.1993 -1.9668 -0.0469 0.0135 -0.1485
H 0.6815 4.2921 -2.3691 0.0475 -0.0371 -0.1008
H 0.2484 6.2856 -0.9948 0.0446 0.0783 -0.0503
H -1.4486 6.2035 0.7878 -0.0206 0.0802 0.0957
H -2.7029 4.1209 1.2028 -0.1316 0.0419 0.0894
H -3.2961 -3.6989 3.6513 0.0149 -0.0965 0.2197
H -5.3228 -4.5224 2.0878 0.0189 -0.0231 0.0204
H -5.2197 -4.1300 0.3672 0.0329 -0.0377 -0.0675
H -6.0174 -3.0297 1.4774 -0.1059 0.0523 0.0041
H -2.6943 -1.4263 4.9062 -0.1087 -0.0040 0.0037
H -1.4052 -1.4886 6.9927 -0.0383 0.0406 0.0673
H 0.9447 -2.2366 6.9654 0.1052 -0.0055 0.0561
H 2.0051 -2.8563 4.8281 0.1242 -0.0651 -0.0102
H 0.7099 -2.8274 2.7371 0.0685 0.0045 -0.0500
H 1.0791 -2.7104 -3.1979 -0.0069 -0.1503 0.0824
H 3.0207 -1.8440 -4.2629 -0.0816 0.1562 0.0437
H 2.0697 1.6170 -5.6513 -0.0022 -0.0580 0.0215
H -0.1749 2.0380 -4.9956 -0.1356 0.0660 -0.0251
H -1.6002 0.4727 -3.9107 -0.1044 0.2150 0.0132
O 1.1525 0.0211 -1.4086 -1.2046 -0.8231 1.3300
S 1.7246 1.0708 -2.3295 1.7067 0.8358 -0.6897
C 2.5021 0.3009 -3.9024 -0.6804 0.1091 0.0604
C 3.9361 0.5878 -4.1425 1.1022 0.1145 -0.5005
C 4.5971 0.3980 -5.3056 -0.2614 0.3638 1.2487
C 4.1032 -0.1667 -6.5280 -1.0231 -0.6946 -0.9100
C 2.8643 -0.6602 -6.7239 1.1779 0.3518 -0.1849
C 1.7914 -0.6163 -5.7163 -0.1357 0.0321 0.3565
C 3.2659 1.7467 -1.6727 -0.5301 0.1072 0.0056
C 3.4685 3.0471 -2.1194 -0.1892 -0.2287 0.0838
C 4.6761 3.6763 -1.8775 0.1725 0.0198 0.0305
C 5.6743 3.0088 -1.1803 -0.0612 0.1217 -0.0540
C 5.4669 1.7107 -0.7400 -0.1340 -0.1518 0.0432
C 4.2664 1.0693 -0.9979 -0.1921 0.0150 0.0813
H 4.5199 0.9649 -3.3222 0.1075 0.0026 -0.0920
H 5.6379 0.6921 -5.3220 0.0631 -0.0303 0.1389
H 4.8063 -0.2178 -7.3446 0.0498 -0.0290 -0.1227
H 2.5964 -1.0706 -7.6856 0.0956 -0.0607 -0.1287
H 0.8712 -1.0476 -6.1042 -0.0217 0.0696 0.0362
H 2.6912 3.5315 -2.6917 -0.0145 0.1796 -0.0208
H 4.8400 4.6777 -2.2452 0.0422 0.0852 0.0016
H 6.6206 3.4918 -0.9961 0.0935 0.0768 0.0228
H 6.2428 1.1725 -0.2187 0.1466 0.0079 0.0414
H 4.1375 0.0386 -0.7264 0.0393 -0.1304 0.0759
Br 2.7959 -1.8555 0.1426 0.1853 -0.2051 0.1771
C 1.5457 -3.2219 0.3448 0.6606 -0.0485 -0.0330
C 2.0086 -4.4632 0.7664 -0.2016 0.0775 -0.0413
C 1.1110 -5.5108 0.8405 -0.0230 0.2432 -0.1436
C -0.1947 -5.2798 0.4227 0.0077 0.2094 -0.0224
C -0.5659 -4.0070 0.0358 -0.4048 -0.5408 -0.0336
N 0.2783 -2.9640 0.0244 -0.1043 1.3014 0.0173
H 3.0510 -4.5866 1.0138 0.0484 0.0240 0.0238
H 1.4293 -6.4836 1.1844 0.0003 -0.0796 -0.0120
H -0.9113 -6.0828 0.3983 -0.1795 -0.0347 0.0020
H -1.5762 -3.8187 -0.2978 -0.0705 0.0833 0.0807
C 3.0356 -0.4536 3.3435 -0.0013 -0.2504 0.0858
N 2.3783 0.8272 3.2831 -1.1302 -0.0487 -0.6214
C 3.1432 1.8956 3.8959 0.1473 0.2488 0.0604
P 0.8600 1.0724 2.6675 0.3823 2.3168 2.2181
O 0.5120 0.0528 1.6264 -1.5914 -1.7427 -2.8195
N -0.2774 1.0616 3.8865 0.8668 0.0983 -1.1046
C -1.6276 1.4017 3.4841 -0.1524 -0.0571 -0.0027
C 0.0508 1.2934 5.2764 0.1266 0.0838 0.3087
N 0.8558 2.6053 1.9956 0.0644 -1.3805 0.3865
C 0.5694 3.8220 2.7262 -0.3286 0.2739 0.1067
C 1.7387 2.7447 0.8539 -0.0107 -0.1758 -0.2911
H 3.2160 -0.7377 4.3824 0.0362 -0.0705 0.0008
H 3.9946 -0.4041 2.8238 0.0401 -0.0444 -0.0311
H 2.4017 -1.1933 2.8728 0.1208 -0.1711 0.0033
H 3.3389 1.6723 4.9478 -0.0373 0.0237 -0.0004
H 2.6176 2.8425 3.8345 0.0155 0.0502 0.0419
H 4.1073 1.9974 3.3890 -0.0318 0.0282 0.0091
H -1.7387 1.1672 2.4237 -0.2505 0.0462 0.0628
H -1.8562 2.4608 3.6423 -0.0116 0.0003 -0.0250
H -2.3355 0.8042 4.0613 -0.0655 0.0325 -0.0597
H 1.0177 0.8474 5.4973 -0.0132 0.0051 0.1056
H -0.7018 0.8070 5.8978 0.0852 0.0647 -0.0086
H 0.0779 2.3560 5.5399 -0.0199 0.0117 -0.0190
H 0.1428 3.5958 3.6981 -0.0279 0.0312 0.0851
H -0.1483 4.4182 2.1587 0.1268 -0.0016 0.2336
H 1.4692 4.4250 2.8734 0.0270 -0.0550 0.0426
H 2.6919 2.2372 1.0198 0.0950 0.0590 -0.0203
H 1.9260 3.7972 0.6591 0.0061 0.0313 -0.0558
H 1.2608 2.3064 -0.0220 0.1680 0.1259 0.0025